Below is a 5-piece molecular cluster, C42H75N4O11 overall, with properties calculated with ωB97M-V/def2-TZVPD.

Structure (ORCA input):
```
! RIJCOSX wB97M-V def2-TZVPD def2/J DEFGRID3
* xyz 1 1
C -4.59 0.98 -1.59
C -3.83 0.20 -2.81
C -4.12 0.84 -4.28
N -3.07 -0.89 -2.59
C -1.78 -0.52 -1.87
N -2.12 -0.66 -0.38
C -2.92 -1.67 -0.19
O -3.71 -2.64 0.02
N -1.47 0.87 -2.28
C -0.53 0.97 -3.44
C -0.52 -0.30 -4.43
N -0.36 -1.64 -3.78
C -0.69 -1.64 -2.29
C 0.66 -1.68 -1.41
C 1.11 -0.28 -0.75
O 2.10 -0.62 0.30
C 3.39 -0.92 -0.33
C 4.60 -1.03 0.71
O 4.70 -2.34 1.37
C 4.91 -1.99 2.78
C 3.82 -2.15 3.89
C 4.14 -1.69 5.38
C 5.55 -1.09 5.82
C 5.83 -0.63 7.34
C 4.87 -1.58 8.27
C 7.36 -1.02 7.81
C 5.41 0.88 7.69
C 5.94 2.02 6.68
C 5.04 2.17 5.32
C 7.51 1.97 6.33
C 5.71 3.45 7.47
C 6.62 -1.01 4.64
C 6.32 -1.42 3.16
H -5.65 1.20 -2.01
H -4.71 0.34 -0.65
H -4.09 2.00 -1.41
H -3.19 0.89 -4.95
H -4.47 1.95 -4.14
H -4.91 0.22 -4.87
H -1.13 1.41 -1.45
H -0.90 1.87 -4.07
H 0.56 1.21 -3.17
H -1.42 -0.36 -5.17
H 0.42 -0.16 -5.12
H -1.08 -2.26 -4.22
H 0.55 -2.08 -3.99
H -1.21 -2.67 -2.11
H 1.54 -2.03 -2.08
H 0.61 -2.48 -0.56
H 1.65 0.45 -1.45
H 0.28 0.30 -0.21
H 3.70 -0.10 -1.11
H 3.37 -1.91 -0.93
H 5.59 -0.91 0.11
H 4.53 -0.15 1.45
H 2.79 -2.59 3.64
H 3.25 -1.82 6.12
H 4.95 -2.69 7.98
H 3.78 -1.19 8.13
H 5.13 -1.43 9.39
H 7.52 -0.48 8.81
H 7.43 -2.16 8.02
H 8.12 -0.73 6.99
H 5.84 1.11 8.74
H 4.25 0.96 7.70
H 5.72 1.79 4.45
H 4.79 3.26 5.06
H 4.13 1.47 5.36
H 7.86 3.08 6.22
H 8.17 1.54 7.18
H 7.70 1.48 5.31
H 6.09 4.28 6.74
H 4.57 3.59 7.59
H 6.28 3.45 8.47
H 7.67 -0.62 4.88
H 7.16 -1.29 2.38
O -9.22 -0.05 -1.66
C -8.91 -1.16 -1.30
O -7.63 -1.44 -1.00
C -7.18 -2.67 -0.40
C -6.96 -3.74 -1.45
C -9.93 -2.27 -1.27
H -7.86 -2.99 0.40
H -6.23 -2.45 0.09
H -7.89 -3.99 -1.97
H -6.57 -4.65 -0.99
H -6.26 -3.39 -2.21
H -10.04 -2.68 -2.27
H -10.88 -1.85 -0.94
H -9.69 -3.07 -0.57
O -15.09 3.30 -3.72
C -13.97 3.22 -3.27
O -13.45 2.01 -2.95
C -12.08 1.80 -2.57
C -11.88 2.05 -1.09
C -13.18 4.46 -2.96
H -11.41 2.38 -3.20
H -11.87 0.74 -2.79
H -12.10 3.09 -0.83
H -10.85 1.83 -0.80
H -12.56 1.43 -0.50
H -13.49 4.85 -1.99
H -13.39 5.20 -3.74
H -12.10 4.30 -2.96
O -2.66 -0.74 -7.23
C -2.72 0.05 -8.16
O -2.90 1.36 -7.91
C -2.81 2.39 -8.91
C -4.13 2.55 -9.64
C -2.69 -0.43 -9.58
H -1.97 2.21 -9.58
H -2.59 3.31 -8.37
H -4.40 1.64 -10.18
H -4.08 3.37 -10.36
H -4.94 2.75 -8.94
H -3.69 -0.77 -9.87
H -1.99 -1.27 -9.65
H -2.34 0.31 -10.29
O 8.85 -0.56 1.34
C 9.96 -0.65 1.81
O 10.48 -1.85 2.11
C 11.84 -2.07 2.51
C 12.02 -1.85 4.00
C 10.74 0.59 2.16
H 12.53 -1.47 1.90
H 12.06 -3.12 2.28
H 11.80 -0.81 4.28
H 13.05 -2.07 4.30
H 11.34 -2.48 4.56
H 10.42 0.96 3.13
H 10.55 1.35 1.39
H 11.82 0.44 2.17
*
```

## Properties
Kohn-Sham gap, eV: 6.6912


Below is C18H18BCl3CrF4N2O5Si as an isolated structure, with properties calculated with ωB97M-V/def2-TZVPD.

Structure (ORCA input):
```
! RIJCOSX wB97M-V def2-TZVPD def2/J DEFGRID3
* xyz -2 5
Cr 0.83 -0.55 0.97
O -0.70 -4.56 1.34
Cl 0.06 -3.58 2.07
O 0.73 -4.19 3.19
O -0.80 -2.51 2.52
O 1.07 -3.00 1.16
Cl 0.92 1.98 5.37
C -0.37 1.82 4.21
C -1.57 2.51 4.42
C -2.61 2.41 3.55
Cl -4.09 3.30 3.87
C -2.52 1.59 2.41
C -3.55 1.36 1.47
C -3.32 0.51 0.42
C -2.06 -0.09 0.27
N -1.08 0.12 1.11
C -1.30 0.92 2.19
C -0.16 1.01 3.09
O 0.90 0.37 2.81
H -1.66 3.14 5.30
H -4.50 1.85 1.59
H -4.09 0.31 -0.31
H -1.83 -0.73 -0.57
C 2.65 -2.51 -1.72
Si 1.00 -1.73 -2.10
C -0.40 -2.98 -2.00
C 1.13 -1.28 -3.95
N 0.72 -0.36 -1.10
C 0.25 0.86 -1.51
C 0.55 2.04 -0.78
C 0.03 3.27 -1.13
C -0.81 3.42 -2.23
C -1.12 2.28 -2.97
C -0.61 1.04 -2.63
H 2.93 -3.22 -2.50
H 2.65 -3.03 -0.76
H 3.41 -1.73 -1.67
H -0.16 -3.88 -2.58
H -1.32 -2.54 -2.41
H -0.59 -3.29 -0.97
H 1.71 -2.06 -4.46
H 1.64 -0.33 -4.08
H 0.15 -1.22 -4.45
H 1.24 1.96 0.05
H 0.29 4.14 -0.54
H -1.22 4.39 -2.51
H -1.77 2.36 -3.83
H -0.89 0.17 -3.20
F 5.10 -0.78 0.28
B 4.07 0.08 0.71
F 4.42 0.74 1.88
F 3.71 0.98 -0.30
F 2.90 -0.77 1.00
*
```

## Properties
⟨S²⟩: 6.01
Kohn-Sham gap (alpha / beta), eV: 6.0175 / 6.3525
Energy relative to the best compared isomer or geometry (same formula, charge and spin), kcal/mol: 3.1


Below is one molecule with the formula C3H3NO2, with properties calculated with ωB97M-V/def2-TZVPD.

Structure (ORCA input):
```
! RIJCOSX wB97M-V def2-TZVPD def2/J DEFGRID3
* xyz 0 1
O -0.27 1.53 -0.86
C 0.00 0.29 -0.38
C -1.13 -0.55 0.00
O -2.27 -0.12 -0.08
C 1.20 -0.13 -0.03
N 2.25 -0.63 0.36
H -1.24 1.62 -0.76
H 2.36 -0.46 1.36
H -0.90 -1.56 0.39
*
```

## Properties
SMILES: N=C=C(O)C=O
Kohn-Sham gap, eV: 9.4980
Energy relative to the best compared isomer or geometry (same formula, charge and spin), kcal/mol: 56.4


Below is one molecule with the formula C4H7NO2, with properties calculated with ωB97M-V/def2-TZVPD.

Structure (ORCA input):
```
! RIJCOSX wB97M-V def2-TZVPD def2/J DEFGRID3
* xyz 0 1
C -1.62 -0.92 0.00
C -0.33 -0.32 -0.50
C -0.02 1.10 0.02
N 1.40 0.98 0.22
C 1.83 -0.32 0.28
O 2.92 -0.74 0.56
O 0.77 -1.12 -0.05
H -1.67 -0.89 1.09
H -1.70 -1.97 -0.32
H -2.48 -0.37 -0.41
H -0.30 -0.32 -1.60
H -0.57 1.32 0.95
H -0.26 1.87 -0.72
H 2.02 1.72 0.50
*
```

## Properties
SMILES: C[C@H]1CNC(=O)O1
Kohn-Sham gap, eV: 10.7774
Energy relative to the best compared isomer or geometry (same formula, charge and spin), kcal/mol: 0.5